Entry 1:
{"formula": "C4H8N2O", "method": "ωB97M-V with the def2-TZVPD basis set", "species": ["C", "C", "C", "N", "O", "C", "N", "H", "H", "H", "H", "H", "H", "H", "H"], "xyz": [[0.6838, 1.2617, -1.2144], [0.4793, -0.0917, -0.5881], [1.2951, -0.5663, 0.3159], [1.7496, -0.8605, 1.4317], [0.9703, -0.1330, 2.3753], [-0.8561, -0.8102, -0.6962], [-1.7753, -0.0478, 0.1541], [1.5471, 1.7871, -0.7920], [-0.2095, 1.8637, -1.0206], [0.8043, 1.2025, -2.2981], [1.4111, -0.3836, 3.1910], [-0.7360, -1.8638, -0.3942], [-1.2280, -0.8097, -1.7280], [-1.4284, -0.0915, 1.1128], [-2.7075, -0.4568, 0.1507]], "forces_ev_per_angstrom": [[-0.016, 0.057, -0.147], [0.062, 0.004, 0.140], [-0.197, 0.159, 0.308], [0.121, -0.069, -0.942], [0.100, -0.045, 0.615], [0.059, -0.101, -0.217], [-0.155, -0.208, 0.210], [-0.151, -0.217, -0.093], [0.067, -0.117, 0.010], [0.034, -0.056, 0.005], [-0.066, 0.084, 0.321], [0.032, 0.259, -0.071], [0.048, 0.095, 0.141], [-0.139, 0.075, -0.209], [0.200, 0.079, -0.071]], "e_tot_ev": -9302.1854, "e_lumo_ev": 0.972, "e_above_lowest_ev": 4.208, "smiles": "CC(=C=NO)CN", "homo_ev": -9.326, "multiplicity": 1}

Entry 2:
{"formula": "C4H8N2O", "method": "ωB97M-V with the def2-TZVPD basis set", "species": ["H", "N", "C", "N", "C", "C", "C", "O", "H", "H", "H", "H", "H", "H", "H"], "xyz": [[1.8740, 0.6113, 0.8501], [0.9899, 0.2173, 1.1766], [0.2203, -0.0926, 0.2020], [0.3839, 0.0976, -1.1378], [1.6039, 0.6075, -1.7124], [-1.0994, -0.7836, 0.5124], [-1.8494, -0.3170, 1.7236], [-1.5187, -1.6257, -0.2564], [-0.2517, -0.4305, -1.7170], [1.5408, 0.5210, -2.7988], [2.4855, 0.0476, -1.3714], [1.7471, 1.6671, -1.4654], [-2.3232, 0.6362, 1.4540], [-2.6292, -1.0350, 1.9828], [-1.1737, -0.1211, 2.5577]], "forces_ev_per_angstrom": [[-0.123, 0.011, 0.040], [-0.083, 0.024, -0.325], [0.078, 0.052, -0.035], [-0.021, -0.117, 0.142], [0.133, 0.048, -0.061], [-0.258, -0.203, -0.182], [-0.028, -0.052, 0.058], [0.133, 0.366, 0.284], [0.106, 0.018, 0.049], [0.034, 0.026, 0.155], [-0.114, 0.066, -0.049], [-0.013, -0.168, 0.004], [0.077, -0.098, 0.066], [0.131, 0.079, -0.028], [-0.052, -0.052, -0.117]], "e_tot_ev": -9305.2569, "e_lumo_ev": 0.781, "e_above_lowest_ev": 1.136, "smiles": "[H]/N=C(\\NC)C(C)=O", "homo_ev": -9.309, "multiplicity": 1}

Entry 3:
{"formula": "C4H8N2O", "method": "ωB97M-V with the def2-TZVPD basis set", "species": ["C", "N", "C", "C", "C", "O", "N", "H", "H", "H", "H", "H", "H", "H", "H"], "xyz": [[-0.9094, -1.1850, -0.2634], [-0.1583, 1.1632, -0.8955], [0.1214, -0.1532, -0.6296], [0.2023, 1.0475, 1.6328], [1.0161, -0.2764, -1.6841], [-0.5588, 1.7774, 0.9501], [0.4013, 0.9224, 2.8825], [-1.1092, 1.2934, -1.2487], [1.0866, 0.2043, 3.0955], [0.6866, 0.2134, 0.8893], [-0.4377, -2.1183, 0.0394], [-1.5340, -0.8343, 0.5562], [-1.5598, -1.3884, -1.1201], [1.8120, 0.4371, -1.8201], [0.9410, -1.1032, -2.3842]], "forces_ev_per_angstrom": [[-0.007, -0.012, 0.173], [0.274, 0.003, 0.787], [-0.279, 0.184, -1.360], [0.019, -1.405, -0.532], [-0.203, -0.086, 0.530], [0.016, 0.251, -0.551], [0.051, 0.430, 0.169], [-0.015, -0.062, 0.311], [-0.096, 0.026, -0.215], [0.109, 0.505, 0.646], [0.029, 0.016, -0.018], [0.056, 0.070, -0.008], [0.096, 0.041, 0.010], [-0.132, 0.138, -0.033], [0.082, -0.099, 0.092]], "e_tot_ev": -9300.2103, "e_lumo_ev": -0.505, "e_above_lowest_ev": 6.183, "homo_ev": -8.946, "multiplicity": 1}

Entry 4:
{"formula": "C4H8N2O", "method": "ωB97M-V with the def2-TZVPD basis set", "species": ["C", "N", "C", "N", "C", "C", "O", "H", "H", "H", "H", "H", "H", "H", "H"], "xyz": [[1.8333, 0.1019, 0.7006], [0.3877, -1.1419, -0.9061], [0.5422, -0.3879, 0.1531], [-0.9912, 1.3881, 0.8238], [-1.1500, -0.6320, -1.2667], [-0.7983, 0.0209, 0.5063], [-1.3076, 0.2689, -2.0856], [1.0300, -1.6364, -1.5148], [-0.9620, 1.9496, -0.0260], [-1.8716, 1.5627, 1.2885], [-1.8200, -1.5036, -1.2167], [-1.3730, -0.7129, 1.0614], [1.7457, 0.3155, 1.7643], [2.6287, -0.6253, 0.5247], [2.1062, 1.0324, 0.1931]], "forces_ev_per_angstrom": [[0.137, -0.122, 0.028], [-0.679, 0.785, -0.022], [0.622, -0.707, -0.873], [0.089, 0.121, 0.090], [-0.287, 0.720, 1.691], [-0.915, -0.699, -1.369], [0.417, -0.074, -0.225], [0.417, 0.053, 0.550], [-0.108, -0.104, -0.016], [0.078, -0.042, -0.048], [0.180, -0.076, -0.044], [0.160, 0.105, 0.264], [-0.021, 0.023, -0.038], [-0.032, 0.075, -0.011], [-0.059, -0.058, 0.023]], "e_tot_ev": -9302.6778, "e_lumo_ev": 0.509, "e_above_lowest_ev": 3.715, "homo_ev": -7.169, "multiplicity": 1}

Entry 5:
{"formula": "C4H8N2O", "method": "ωB97M-V with the def2-TZVPD basis set", "species": ["C", "C", "C", "N", "C", "N", "H", "H", "H", "H", "H", "H", "O", "H", "H"], "xyz": [[0.0000, 0.0000, 0.0000], [0.4791, -1.3196, -0.3877], [0.7438, -1.9641, -1.5668], [1.1643, -3.2510, -1.2564], [1.0995, -3.3786, 0.0480], [0.7177, -2.2593, 0.6116], [-1.0450, 0.0346, 0.3513], [0.0820, 0.6025, -0.9203], [0.6461, 0.4489, 0.7731], [0.6342, -1.7031, -2.6194], [1.3284, -4.2317, 0.6868], [0.4242, -2.1560, 1.5861], [2.2236, -4.8748, -2.7556], [3.1438, -4.5637, -2.9127], [1.8803, -4.2857, -2.0460]], "forces_ev_per_angstrom": [[-0.122, 1.446, -0.566], [-0.198, -0.995, 0.355], [0.244, -0.771, 0.710], [-0.677, 0.541, 1.114], [0.602, -1.414, -0.532], [-1.049, 1.975, 0.948], [0.361, -0.142, -0.149], [-0.223, 0.207, 0.581], [-0.252, -0.077, -0.305], [0.139, 0.298, 0.578], [0.064, -0.016, -0.708], [0.408, 0.051, -0.681], [1.903, -0.694, -1.018], [-1.004, -0.467, 0.099], [-0.197, 0.059, -0.427]], "e_tot_ev": -9305.1578, "e_lumo_ev": 0.588, "e_above_lowest_ev": 1.235, "smiles": "Cc1cnc[nH]1.O", "homo_ev": -9.140, "multiplicity": 1}

Entry 6:
{"formula": "C4H8N2O", "method": "ωB97M-V with the def2-TZVPD basis set", "species": ["C", "C", "O", "C", "N", "C", "N", "H", "H", "H", "H", "H", "H", "H", "H"], "xyz": [[0.8120, 1.6758, -0.1809], [0.5033, 0.1447, 0.2053], [0.1180, 0.1331, 1.5460], [1.8100, -0.5341, -0.0601], [2.6781, -1.1125, -0.5685], [-0.5594, -0.9280, -0.4735], [-1.8036, -0.8101, 0.2630], [1.8273, 1.9414, 0.1839], [0.1604, 2.4038, 0.3337], [0.8329, 1.8902, -1.2553], [-0.8097, -0.2187, 1.4754], [-0.1629, -1.9312, -0.2614], [-0.6966, -0.9197, -1.5638], [-2.3257, -1.6547, 0.4739], [-2.3840, -0.0800, -0.1177]], "forces_ev_per_angstrom": [[-0.131, -0.233, -0.108], [0.352, 0.231, -0.016], [0.423, -0.112, 0.087], [0.459, -0.897, -0.883], [-0.750, 0.756, 0.884], [0.202, 0.115, -0.004], [-0.250, 0.289, -0.105], [-0.540, -0.533, -0.102], [-0.161, -0.714, -0.296], [-0.185, -0.257, 0.118], [0.168, 0.175, 0.415], [0.178, 0.472, 0.096], [0.308, 0.621, 0.234], [0.298, 0.221, -0.366], [-0.371, -0.133, 0.045]], "e_tot_ev": -9304.1372, "e_lumo_ev": 0.575, "e_above_lowest_ev": 2.256, "smiles": "C[C@](O)(C#N)CN", "homo_ev": -10.493, "multiplicity": 1}

Entry 7:
{"formula": "C4H8N2O", "method": "ωB97M-V with the def2-TZVPD basis set", "species": ["H", "N", "C", "C", "C", "N", "C", "O", "H", "H", "H", "H", "H", "H", "H"], "xyz": [[0.8203, -2.5252, 0.8788], [0.5841, -1.5376, 0.9751], [-0.5359, -1.2794, 0.4366], [-1.1187, 0.1073, 0.4327], [-0.1352, 1.2967, 0.4708], [1.0937, 1.1061, -0.2591], [2.0688, 0.3981, -0.1413], [3.0951, -0.1696, -0.1825], [-1.1590, -2.0456, -0.0466], [-1.7817, 0.1752, 1.3056], [-1.7810, 0.2000, -0.4307], [0.0913, 1.5778, 1.5036], [-0.6349, 2.1560, 0.0115], [-0.5959, 0.1338, -2.6636], [-0.0110, 0.4064, -2.2909]], "forces_ev_per_angstrom": [[-0.009, 0.075, 0.062], [-0.402, 0.030, -0.209], [0.248, 0.039, 0.174], [-0.113, 0.008, -0.073], [-0.141, 0.014, 0.205], [0.499, -0.417, 0.013], [0.244, 0.173, -0.128], [-0.684, 0.297, 0.042], [0.115, 0.065, 0.085], [0.085, 0.063, -0.060], [0.112, -0.044, -0.023], [0.037, -0.129, -0.099], [0.049, -0.145, 0.160], [0.048, 0.016, -0.047], [-0.087, -0.043, -0.101]], "e_tot_ev": -9303.9600, "e_lumo_ev": 0.950, "e_above_lowest_ev": 2.433, "smiles": "[H]/N=C/CCN=C=O.[H][H]", "homo_ev": -10.000, "multiplicity": 1}

Entry 8:
{"formula": "C4H8N2O", "method": "ωB97M-V with the def2-TZVPD basis set", "species": ["C", "C", "O", "C", "N", "C", "N", "H", "H", "H", "H", "H", "H", "H", "H"], "xyz": [[-1.5185, -0.8724, 0.6161], [-0.7276, 0.3264, 0.1689], [-0.6831, 1.3556, 0.8143], [2.3171, 0.8393, 1.0074], [2.1688, 1.6416, 1.8467], [-0.0495, 0.2255, -1.1791], [0.2189, -1.1287, -1.6445], [-0.8793, -1.5385, 1.2122], [-1.8644, -1.4301, -0.2563], [-2.3532, -0.5509, 1.2407], [-0.8477, 0.6700, -1.7982], [1.9029, 2.3213, 2.5294], [0.8007, 0.9172, -1.1789], [0.8421, -1.0881, -2.4446], [0.6728, -1.6882, -0.9342]], "forces_ev_per_angstrom": [[-0.145, -0.109, 0.078], [0.111, 0.174, 0.434], [-0.100, -0.447, -0.348], [0.027, 0.700, 0.843], [0.154, -0.702, -0.706], [-0.336, 0.448, 0.052], [-0.011, 0.122, -0.105], [-0.064, 0.129, -0.141], [-0.026, -0.036, 0.156], [0.116, -0.029, -0.034], [0.323, -0.051, -0.290], [-0.004, -0.050, -0.084], [-0.093, -0.151, -0.006], [-0.126, -0.114, 0.127], [0.172, 0.117, 0.024]], "e_tot_ev": -9303.7906, "e_lumo_ev": 1.103, "e_above_lowest_ev": 2.603, "homo_ev": -9.526, "multiplicity": 1}

no.,maximum force (eV Å⁻¹)
1,1.0
2,0.5
3,1.5
4,1.9
5,2.4
6,1.4
7,0.7
8,1.1